DFT (ωB97M-V with the def2-TZVPD basis set) results for a molecular structure, C36H99Al2B7F28N9O9 in a non-equilibrium geometry.

Atoms and positions in Å:
Al  -1.5262  -3.2709  -0.4481
Al  2.4787  0.2913  -3.1977
B  -0.5473  0.1347  -0.3633
F  0.2192  0.0150  -1.4971
F  -0.1521  -0.6643  0.6812
F  -0.5793  1.4441  -0.0318
F  -1.8151  -0.2203  -0.7283
B  -0.0300  0.7982  -5.6817
F  -0.3928  1.8685  -6.4763
F  -0.7236  -0.3017  -6.0440
F  1.2448  0.6048  -6.0038
F  -0.0681  1.1696  -4.3756
B  5.0973  2.0714  -1.7951
F  6.4826  1.7952  -1.7581
F  4.7113  3.1660  -1.0768
F  4.7596  2.1729  -3.1219
F  4.4114  1.0808  -1.2270
B  -0.6612  -2.5540  -3.6919
F  -0.3584  -3.8058  -3.2224
F  0.3532  -1.7063  -3.4513
F  -0.7985  -2.6198  -5.0339
F  -1.8233  -2.0916  -3.0735
B  -3.8313  -5.2023  -1.6517
F  -4.9502  -5.7981  -2.1421
F  -2.8414  -6.1140  -1.2865
F  -3.3077  -4.3016  -2.5201
F  -4.0913  -4.4950  -0.4866
B  2.5490  -2.3495  -0.8411
F  2.8469  -1.0922  -0.5004
F  3.1834  -3.2112  -0.0121
F  1.1483  -2.4600  -0.7443
F  2.9956  -2.4883  -2.0882
B  2.5130  -2.5753  -6.0934
F  2.7361  -1.9250  -4.9043
F  3.6880  -2.9829  -6.6857
F  1.6963  -3.7149  -5.8743
F  1.8463  -1.8233  -6.9913
C  2.0009  4.4853  3.0558
C  2.3239  5.1922  1.7370
C  3.2928  6.3924  1.9027
O  2.7872  7.4883  2.6827
C  3.7313  8.5426  2.7034
N  2.9077  4.1065  0.9143
H  1.4370  5.1231  3.7366
H  2.8602  4.1791  3.6524
H  1.3687  3.6174  2.8687
H  1.3612  5.5142  1.3399
H  3.5089  6.8063  0.9178
H  4.2157  6.0588  2.3772
H  4.7421  8.2084  2.9373
H  3.3955  9.3455  3.3597
H  3.7499  9.0080  1.7180
H  3.4092  3.5127  1.5593
H  3.6023  4.3844  0.2358
C  -4.0663  1.8747  -5.4892
C  -3.6802  3.0794  -4.6239
C  -4.2176  3.0293  -3.1539
O  -5.6101  2.9548  -3.1452
C  -6.0678  2.9612  -1.8531
N  -2.2567  3.0285  -4.5871
H  -3.7713  2.0829  -6.5177
H  -5.1345  1.6678  -5.4244
H  -3.4770  0.9789  -5.2937
H  -3.9285  4.0484  -5.0570
H  -3.9707  3.9695  -2.6608
H  -3.6482  2.2450  -2.6551
H  -5.7911  3.8866  -1.3478
H  -5.6004  2.1289  -1.3269
H  -7.1449  2.7961  -1.8281
H  -1.9661  2.1677  -4.1460
H  -1.7709  2.8642  -5.4572
C  -5.2094  -1.4855  2.9472
C  -4.5840  -1.9775  1.6560
C  -4.5964  -1.0003  0.5195
O  -4.0661  -1.7151  -0.6048
C  -4.3749  -1.1122  -1.8943
N  -3.2049  -2.2922  2.0430
H  -6.2876  -1.3258  2.9376
H  -4.7976  -0.5366  3.2912
H  -4.9934  -2.2121  3.7304
H  -5.0763  -2.8908  1.3218
H  -4.0901  -0.0777  0.8033
H  -5.6442  -0.8118  0.2856
H  -5.4232  -0.8214  -1.9622
H  -4.1496  -1.6549  -2.8123
H  -3.7698  -0.2273  -2.0912
H  -3.2840  -2.7941  2.9159
H  -2.7054  -1.4687  2.3471
C  4.8280  -4.7027  -4.2452
C  3.9602  -5.4828  -3.2260
C  4.6785  -5.4561  -1.8145
O  5.8847  -6.2218  -1.8356
C  5.7622  -7.6068  -1.4902
N  2.5956  -5.0563  -3.2516
H  5.8658  -5.0339  -4.2075
H  4.8370  -3.6474  -3.9723
H  4.6584  -4.8252  -5.3149
H  3.9922  -6.5107  -3.5874
H  4.1055  -5.8263  -0.9643
H  4.9971  -4.4475  -1.5511
H  6.7090  -8.1446  -1.5390
H  5.0431  -8.1011  -2.1434
H  5.4213  -7.5998  -0.4549
H  2.5438  -4.0739  -3.0230
H  2.2698  -5.0006  -4.2060
C  3.9541  -1.3891  3.9229
C  3.1007  -0.3785  3.0398
C  4.0011  0.4166  2.0782
O  5.0556  1.2341  2.6099
C  5.8450  1.9565  1.7207
N  2.1878  -1.2556  2.3025
H  4.7117  -0.8546  4.4960
H  4.5287  -2.1004  3.3295
H  3.2918  -1.9265  4.6015
H  2.5315  0.2639  3.7117
H  3.3087  0.9376  1.4169
H  4.5580  -0.3247  1.5050
H  5.3241  2.8854  1.4880
H  6.1129  1.4370  0.8007
H  6.7456  2.2626  2.2529
H  2.7540  -1.9123  1.7844
H  1.8155  -0.7068  1.5407
C  -1.9398  4.0279  2.2446
C  -3.1793  3.8987  1.4793
C  -3.8167  2.5027  1.4626
O  -3.6988  1.8925  2.8007
C  -4.6146  2.4449  3.7710
N  -4.0591  4.8904  1.9795
H  -1.1601  3.3813  1.8419
H  -1.9102  3.8373  3.3174
H  -1.5106  5.0284  2.1907
H  -3.0167  4.1490  0.4309
H  -3.2902  1.9402  0.6915
H  -4.8603  2.4609  1.1505
H  -4.2861  3.4094  4.1583
H  -4.6691  1.7011  4.5659
H  -5.6168  2.4814  3.3440
H  -3.9538  4.9408  2.9827
H  -3.7277  5.7341  1.5339
C  1.5231  -4.4139  3.7459
C  0.5236  -4.3102  2.5637
C  -0.6183  -5.3330  2.7840
O  -1.5063  -5.2973  1.6486
C  -2.7036  -6.1413  1.8158
N  0.0069  -2.9875  2.3856
H  1.7472  -5.4399  4.0381
H  1.1533  -3.8794  4.6209
H  2.5296  -4.0168  3.6140
H  1.0414  -4.6729  1.6758
H  -1.1376  -4.9379  3.6571
H  -0.3781  -6.3928  2.8692
H  -2.3207  -7.1584  1.7326
H  -3.4192  -6.0832  0.9956
H  -3.3203  -5.9381  2.6913
H  0.7963  -2.3885  2.1902
H  -0.2288  -2.7182  3.3301
C  0.0914  4.5079  -1.2508
C  0.5881  3.4840  -2.2198
C  1.3954  4.1634  -3.3872
O  2.0335  3.2226  -4.2205
C  2.2646  3.7060  -5.5557
N  1.5603  2.6262  -1.4833
H  -0.3389  4.1025  -0.3351
H  -0.7330  5.0383  -1.7274
H  0.8870  5.2004  -0.9760
H  -0.2769  2.9890  -2.6613
H  2.1283  4.9177  -3.1007
H  0.6507  4.7581  -3.9161
H  2.6058  2.8972  -6.2020
H  2.9886  4.5135  -5.6640
H  1.2409  3.9187  -5.8635
H  2.0046  3.2627  -0.8371
H  1.0443  2.0804  -0.8080
C  -0.7977  0.8735  5.0901
C  -1.1673  -0.4773  4.4516
C  -2.0896  -1.3345  5.3350
O  -2.1884  -2.6713  4.7740
C  -3.0360  -3.4016  5.6506
N  -1.7425  -0.1657  3.1530
H  -1.6142  1.4564  5.5164
H  -0.1327  1.5723  4.5827
H  -0.2391  0.5154  5.9549
H  -0.2765  -1.1054  4.4447
H  -3.0604  -0.8427  5.3973
H  -1.5170  -1.3283  6.2625
H  -2.6694  -3.5442  6.6672
H  -3.1307  -4.3829  5.1858
H  -4.0553  -3.0223  5.7228
H  -2.5232  0.4745  3.1256
H  -1.0506  0.4072  2.6913

Computed properties:
Electronic energy, eV: -164821.9638
Total charge: -1
LUMO energy, eV: -4.25
HOMO, eV: -6.5

=====

DFT (ωB97M-V with the def2-TZVPD basis set) results for a molecular structure, C26H37BaN10O4S in a non-equilibrium geometry.

Atoms and positions in Å:
Ba  -0.1503  -2.4148  -0.6402
C  6.6000  1.7627  -7.4130
O  5.2678  1.9386  -6.9699
C  5.0686  2.5522  -5.7809
C  6.0742  3.0598  -4.9681
C  5.7563  3.6613  -3.7578
C  4.4427  3.7140  -3.3193
C  3.4294  3.2189  -4.1535
C  3.7369  2.6660  -5.3735
N  4.0958  4.3749  -2.1143
N  3.2748  3.9014  -1.3111
C  2.8563  2.5540  -1.3377
C  3.7797  1.5236  -1.4238
C  3.4199  0.1923  -1.2461
C  2.0958  -0.1893  -1.0468
O  1.7132  -1.4172  -0.8691
C  1.1096  0.8630  -1.0482
N  -0.1985  0.4901  -0.9963
C  -1.1204  1.4286  -0.9908
C  -0.8299  2.8015  -0.9937
C  0.4786  3.1991  -1.0645
C  1.4989  2.2282  -1.1227
H  6.5266  1.2660  -8.3762
H  7.1684  1.1332  -6.7228
H  7.1116  2.7207  -7.5354
H  7.1125  2.9912  -5.2626
H  6.5424  4.0511  -3.1236
H  2.3966  3.3064  -3.8425
H  2.9609  2.2962  -6.0308
H  4.8199  1.7772  -1.5779
H  4.1751  -0.5832  -1.2590
H  -2.1522  1.0875  -0.9889
H  -1.6336  3.5243  -0.9541
H  0.7507  4.2472  -1.0836
N  -3.5189  -2.5936  -1.2299
N  -3.7853  -3.9642  -1.1535
C  -2.7807  -4.8689  -1.2076
N  -3.1061  -6.1498  -1.3050
N  -1.5468  -4.3669  -1.1107
N  -0.4677  -5.1507  -1.0600
O  0.5947  -4.5443  -0.9333
O  -0.5037  -6.3739  -1.1194
H  -4.0614  -2.1053  -0.5288
H  -3.7545  -2.2285  -2.1455
H  -4.7071  -4.2928  -1.4010
H  -4.0632  -6.4596  -1.3385
H  -2.3371  -6.8052  -1.2907
C  -1.0049  3.2464  4.4991
C  -0.6635  1.7945  4.8296
C  0.2030  1.1090  3.7726
C  -0.4393  1.0389  2.3865
N  -1.7590  0.4124  2.4018
C  -2.0022  -0.8960  2.3138
S  -0.7406  -2.0290  2.2178
N  -3.3043  -1.2640  2.3299
C  -3.7791  -2.6399  2.4257
C  -3.7017  -3.2407  3.8306
C  -4.7050  -2.6606  4.8328
C  -4.3035  -1.3071  5.4262
H  -1.5422  3.7089  5.3266
H  -1.6344  3.3300  3.6097
H  -0.0966  3.8248  4.3239
H  -1.5839  1.2223  4.9843
H  -0.1192  1.7686  5.7751
H  0.4361  0.0939  4.0995
H  1.1460  1.6509  3.6671
H  0.2029  0.4728  1.7149
H  -0.5669  2.0402  1.9752
H  -2.5276  1.0259  2.6285
H  -3.9744  -0.5616  2.6030
H  -3.1823  -3.2468  1.7457
H  -4.8200  -2.6420  2.0899
H  -2.6849  -3.1170  4.2063
H  -3.8842  -4.3138  3.7290
H  -4.8052  -3.3755  5.6507
H  -5.6905  -2.5791  4.3632
H  -3.2492  -1.3082  5.7085
H  -4.8891  -1.1006  6.3215
H  -4.4747  -0.4809  4.7333

Computed properties:
Electronic energy, eV: -62173.9528
Total charge: +1
LUMO energy, eV: -3.59
HOMO, eV: -8.8
ΔE to the lowest compared entry with this formula, charge and spin, kcal/mol: 47.8

=====

Which of these has the highest HOMO? C36H99Al2B7F28N9O9